(a)
One molecule with the formula C4H7N3. Source: the Open Molecules 2025 dataset; level of theory: ωB97M-V/def2-TZVPD.

charge	0
HOMO energy	-0.2777	hartree
gap between HOMO and LUMO	8.441	eV
SMILES	CNC1=C=CNN1

Each line ends with the Mulliken charge.
CARTESIAN COORDINATES (ANGSTROEM)
C (2.273, 0.146, 0.456)  -0.81
N (1.133, 0.658, -0.272)  -0.24
C (-0.114, 0.217, 0.015)  0.60
C (-0.654, -0.322, 1.187)  -1.07
C (-1.970, -0.447, 0.758)  -0.09
N (-2.188, -0.145, -0.556)  -0.03
N (-0.984, 0.232, -1.126)  -0.46
H (1.925, -0.102, 1.460)  0.36
H (2.669, -0.764, -0.017)  0.26
H (3.064, 0.899, 0.507)  0.27
H (1.289, 1.036, -1.197)  0.26
H (-2.847, -0.753, 1.325)  0.42
H (-3.038, -0.007, -1.075)  0.21
H (-0.559, -0.648, -1.464)  0.32



(b)
One molecule with the formula C4H7N3. Source: the Open Molecules 2025 dataset; level of theory: ωB97M-V/def2-TZVPD.

charge	0
HOMO energy	-0.3465	hartree
gap between HOMO and LUMO	10.333	eV
SMILES	CCc1c[nH]nn1

Each line ends with the Mulliken charge.
CARTESIAN COORDINATES (ANGSTROEM)
C (-1.669, 0.759, 0.005)  -1.15
C (-1.166, -0.673, 0.289)  -0.30
C (0.329, -0.544, 0.329)  0.19
C (1.316, -0.796, -0.597)  -0.39
N (2.284, 0.105, -0.287)  0.22
N (1.950, 0.841, 0.773)  -0.62
N (0.795, 0.434, 1.166)  -0.12
H (-2.740, 0.792, -0.215)  0.34
H (-1.456, 1.401, 0.866)  0.34
H (-1.122, 1.189, -0.844)  0.31
H (-1.573, -1.026, 1.242)  0.24
H (-1.494, -1.355, -0.501)  0.29
H (1.473, -1.523, -1.382)  0.41
H (3.073, 0.393, -0.843)  0.24



(c)
One molecule with the formula C4H7N3. Source: the Open Molecules 2025 dataset; level of theory: ωB97M-V/def2-TZVPD.

charge	0
HOMO energy	-0.3544	hartree
gap between HOMO and LUMO	10.262	eV
SMILES	[H]/N=C(\C#N)NCC

Each line ends with the Mulliken charge.
CARTESIAN COORDINATES (ANGSTROEM)
H (3.284, -0.538, 0.649)  0.24
N (2.395, -0.765, 1.083)  -0.72
C (1.406, -0.315, 0.414)  0.65
C (1.568, 0.421, -0.843)  0.11
N (1.785, 0.983, -1.832)  -0.40
N (0.122, -0.482, 0.849)  -0.24
C (-1.050, -0.510, -0.019)  -0.48
C (-1.639, 0.862, -0.315)  -1.05
H (0.113, -1.119, 1.629)  0.28
H (-0.815, -1.035, -0.954)  0.31
H (-1.791, -1.111, 0.515)  0.38
H (-2.591, 0.741, -0.845)  0.33
H (-0.966, 1.453, -0.944)  0.31
H (-1.821, 1.414, 0.612)  0.29



Most stable: (c) (next structure +0.0194 hartree)



(a)
F8KN4NaO16S8 as an isolated structure. Source: the Open Molecules 2025 dataset; level of theory: ωB97M-V/def2-TZVPD.

charge	-2
HOMO energy	-0.1818	hartree
gap between HOMO and LUMO	8.090	eV

Each line ends with the Mulliken charge.
CARTESIAN COORDINATES (ANGSTROEM)
Na (0.111, -0.073, 0.018)  1.58
K (2.778, 0.318, -1.239)  0.90
N (1.232, 1.747, 0.795)  -0.31
S (0.473, 3.254, 0.584)  0.87
O (0.812, 3.877, -0.641)  -0.57
O (0.246, 4.032, 1.749)  -0.57
F (-0.917, 2.581, 0.298)  -0.10
S (2.474, 2.313, 1.641)  0.89
O (2.280, 2.563, 3.016)  -0.54
O (3.432, 3.051, 0.892)  -0.62
F (3.240, 0.900, 1.634)  -0.23
N (2.421, -3.198, 2.741)  -0.44
S (1.595, -1.820, 2.775)  1.00
O (0.997, -1.519, 1.503)  -0.50
O (2.041, -0.777, 3.618)  -0.54
F (0.342, -2.341, 3.607)  -0.30
S (3.892, -2.671, 2.423)  1.09
O (4.581, -2.165, 3.563)  -0.59
O (4.107, -2.009, 1.174)  -0.52
F (4.544, -4.123, 2.249)  -0.30
N (-4.609, 0.269, -1.337)  -0.33
S (-5.667, -0.275, -0.216)  1.10
O (-6.541, 0.716, 0.316)  -0.59
O (-5.214, -1.372, 0.573)  -0.58
F (-6.636, -0.994, -1.278)  -0.30
S (-3.444, 0.877, -0.456)  1.10
O (-2.401, -0.056, -0.104)  -0.51
O (-3.810, 1.870, 0.497)  -0.62
F (-2.759, 1.753, -1.597)  -0.30
N (0.373, -0.475, -2.296)  -0.17
S (0.020, -1.977, -2.984)  0.91
O (0.971, -2.356, -3.973)  -0.60
O (-1.323, -2.388, -3.022)  -0.51
F (0.644, -2.754, -1.719)  -0.27
S (-0.031, 0.400, -3.558)  0.92
O (-1.393, 0.455, -3.915)  -0.54
O (0.950, 0.578, -4.582)  -0.63
F (0.189, 1.789, -2.749)  -0.24



(b)
F8KN4NaO16S8 as an isolated structure. Source: the Open Molecules 2025 dataset; level of theory: ωB97M-V/def2-TZVPD.

charge	-2
HOMO energy	-0.1838	hartree
gap between HOMO and LUMO	8.794	eV

Each line ends with the Mulliken charge.
CARTESIAN COORDINATES (ANGSTROEM)
Na (20.319, -14.661, 9.307)  2.76
K (21.423, -13.460, 7.847)  1.02
N (20.559, -17.319, 12.303)  -0.32
S (20.894, -15.722, 12.827)  0.99
O (19.979, -15.104, 13.684)  -0.57
O (21.619, -14.910, 11.813)  -0.34
F (22.058, -15.998, 13.922)  -0.34
S (19.322, -16.931, 11.581)  0.75
O (19.465, -16.247, 10.271)  -0.43
O (18.078, -16.847, 12.370)  -0.62
F (19.165, -18.457, 11.049)  -0.37
N (18.860, -15.285, 5.078)  -0.39
S (18.496, -15.111, 6.722)  0.75
O (17.173, -14.558, 6.990)  -0.51
O (19.472, -14.824, 7.758)  0.27
F (18.350, -16.745, 6.942)  -0.37
S (19.588, -14.019, 4.931)  1.05
O (20.937, -13.997, 5.484)  -0.63
O (18.808, -12.771, 4.806)  -0.58
F (19.859, -14.348, 3.356)  -0.35
N (21.915, -15.290, 8.792)  -0.15
S (21.839, -16.874, 8.195)  0.65
O (21.549, -17.921, 9.189)  -0.57
O (22.427, -17.276, 6.930)  -0.61
F (20.291, -16.699, 7.758)  -0.21
S (23.166, -15.422, 9.401)  0.66
O (24.367, -15.414, 8.553)  -0.73
O (23.339, -15.926, 10.790)  -0.58
F (23.028, -13.939, 9.934)  -0.29
N (19.960, -13.012, 9.132)  -0.49
S (18.427, -12.418, 8.604)  0.67
O (18.242, -12.507, 7.208)  -0.44
O (17.753, -11.313, 9.227)  -0.61
F (17.539, -13.658, 9.119)  -0.27
S (20.246, -11.946, 10.041)  0.77
O (19.515, -11.802, 11.290)  -0.65
O (20.753, -10.747, 9.341)  -0.73
F (21.545, -12.644, 10.586)  -0.17



Most stable: (a) (next structure +0.6394 hartree)